one.
Molecular formula: C2H5O2
Method: DFT, ωB97M-V with the def2-TZVPD basis set

## Properties
molar mass	61.1	g/mol
net charge	-1
HOMO energy	-2.5970	eV

Positions of all 9 atoms, in Å:
O -1.116 0.165 1.702
H -0.327 0.573 1.728
O 1.304 0.090 0.871
C 1.039 -0.072 -0.365
C -0.227 -0.118 -1.000
H 1.915 -0.230 -1.022
H -1.226 -0.264 -0.552
H -0.183 -0.193 -2.067
H -1.179 0.048 0.705

two.
Molecular formula: C2H5O2
Method: DFT, ωB97M-V with the def2-TZVPD basis set

## Properties
molar mass	61.1	g/mol
net charge	-1
HOMO energy	-2.4316	eV

Positions of all 9 atoms, in Å:
O -0.555 1.507 1.445
H -0.147 0.880 0.795
O 0.182 0.509 -0.981
C 0.422 -0.735 -0.892
C 0.039 -1.625 0.105
H 1.087 -1.132 -1.688
H -0.090 -1.257 1.122
H 0.303 -2.676 0.072
H -0.939 2.148 0.878

three.
Molecular formula: C2H5O2
Method: DFT, ωB97M-V with the def2-TZVPD basis set

## Properties
molar mass	61.1	g/mol
net charge	-1
HOMO energy	-2.2874	eV

Positions of all 9 atoms, in Å:
O -2.035 -1.808 -0.452
H -1.387 -2.461 -0.128
C -0.217 0.567 -0.697
C 0.683 0.513 0.284
O 1.629 1.406 0.735
H -1.057 -0.121 -0.703
H -0.153 1.228 -1.508
H 0.397 -0.269 0.972
H 2.139 0.946 1.496

Last place for stability: three

one.
Molecular formula: C3H4NO
Method: DFT, ωB97M-V with the def2-TZVPD basis set

## Properties
molar mass	70.1	g/mol
net charge	+1
HOMO energy	-16.7144	eV

Positions of all 9 atoms, in Å:
C -2.050 0.270 -0.629
C 0.945 -1.641 0.536
C 0.645 0.750 -0.029
N 0.762 -0.537 0.317
O -3.073 0.686 -0.433
H 0.873 1.387 0.914
H 0.874 -2.694 0.542
H -0.458 0.705 -0.386
H 1.482 1.075 -0.833

two.
Molecular formula: C3H4NO
Method: DFT, ωB97M-V with the def2-TZVPD basis set

## Properties
molar mass	70.1	g/mol
net charge	+1
HOMO energy	-17.4150	eV

Positions of all 9 atoms, in Å:
C 0.294 0.610 0.606
C -0.234 -0.645 0.263
C 0.822 0.883 -0.781
N 1.191 1.062 -1.842
O -1.396 -0.632 -0.211
H 1.185 0.627 1.203
H 0.442 -1.572 0.249
H -0.581 1.295 0.725
H -1.722 -1.627 -0.212

three.
Molecular formula: C3H4NO
Method: DFT, ωB97M-V with the def2-TZVPD basis set

## Properties
molar mass	70.1	g/mol
net charge	+1
HOMO energy	-14.6771	eV
SMILES	C=[NH+]C=C=O

Positions of all 9 atoms, in Å:
C 0.487 0.665 -0.579
C 0.060 0.067 -1.689
C -0.656 -0.590 1.062
N 0.196 0.311 0.734
O -0.269 -0.448 -2.631
H 1.394 1.187 -0.575
H -1.076 -0.743 1.967
H -0.917 -1.314 0.212
H 0.782 0.866 1.499

four.
Molecular formula: C3H4NO
Method: DFT, ωB97M-V with the def2-TZVPD basis set

## Properties
molar mass	70.1	g/mol
net charge	+1
HOMO energy	-14.7893	eV
SMILES	C=[NH+]C=C=O

Positions of all 9 atoms, in Å:
C -1.675 -0.592 0.086
C 0.928 0.264 0.008
C 2.198 -0.101 0.207
N -0.518 0.012 -0.013
O 3.302 -0.233 0.398
H -1.912 -1.589 0.264
H -2.503 -0.005 -0.282
H 1.071 1.261 -0.237
H -0.891 0.983 -0.432

Last place for stability: four

one.
Molecular formula: C3H4NO
Method: DFT, ωB97M-V with the def2-TZVPD basis set

## Properties
molar mass	70.1	g/mol
net charge	+1
HOMO energy	-17.2356	eV

Positions of all 9 atoms, in Å:
C -1.841 0.761 -1.347
C -0.004 0.570 0.439
C 0.632 -0.796 0.283
N -0.837 0.240 -0.834
O -0.001 -0.808 -1.095
H 0.686 1.435 0.052
H -0.415 0.805 1.352
H 1.661 -0.662 0.207
H 0.118 -1.544 0.944

two.
Molecular formula: C3H4NO
Method: DFT, ωB97M-V with the def2-TZVPD basis set

## Properties
molar mass	70.1	g/mol
net charge	+1
HOMO energy	-16.7984	eV
SMILES	C=[N+]=C1CO1

Positions of all 9 atoms, in Å:
C -0.227 -0.737 -0.502
C -0.962 0.495 1.307
C 1.008 -0.174 -0.980
N -0.827 -0.502 0.576
O 0.353 -1.363 -1.475
H -0.847 0.457 2.493
H -1.371 1.503 0.961
H 0.965 0.690 -1.778
H 1.908 -0.367 -0.601

three.
Molecular formula: C3H4NO
Method: DFT, ωB97M-V with the def2-TZVPD basis set

## Properties
molar mass	70.1	g/mol
net charge	+1
HOMO energy (spin up / spin down)	-14.4819 / -14.4806	eV

Positions of all 9 atoms, in Å:
C -1.041 -0.302 0.088
C -0.905 -0.401 -1.173
C 1.187 0.241 -0.993
N -0.794 -0.156 1.332
O 0.314 -0.432 -1.652
H 0.900 0.860 -0.008
H 2.174 0.186 -1.444
H -0.891 0.850 1.821
H -0.944 -0.846 2.030

Last place for stability: one

one.
Molecular formula: C2
Method: DFT, ωB97M-V with the def2-TZVPD basis set

## Properties
molar mass	24.0	g/mol
net charge	0
HOMO energy	-8.3638	eV

Positions of all 2 atoms, in Å:
C 0.000 0.000 1.223
C 0.000 0.000 -1.223

two.
Molecular formula: C2
Method: DFT, ωB97M-V with the def2-TZVPD basis set

## Properties
molar mass	24.0	g/mol
net charge	0
HOMO energy	-9.3942	eV

Positions of all 2 atoms, in Å:
C -0.956 0.009 0.049
C 0.956 -0.009 -0.049

Last place for stability: one

one.
Molecular formula: C2
Method: DFT, ωB97M-V with the def2-TZVPD basis set

## Properties
molar mass	24.0	g/mol
net charge	0
HOMO energy	-11.5859	eV

Positions of all 2 atoms, in Å:
C 0.000 0.000 0.627
C 0.000 0.000 -0.627

two.
Molecular formula: C2
Method: DFT, ωB97M-V with the def2-TZVPD basis set

## Properties
molar mass	24.0	g/mol
net charge	0
HOMO energy	-8.8178	eV

Positions of all 2 atoms, in Å:
C -0.647 -0.206 0.841
C 0.647 0.206 -0.841

Last place for stability: two

one.
Molecular formula: C6H12N
Method: DFT, ωB97M-V with the def2-TZVPD basis set

## Properties
molar mass	98.2	g/mol
net charge	+1
HOMO energy (spin up / spin down)	-12.4325 / -12.3788	eV

Positions of all 19 atoms, in Å:
C 2.407 -1.113 -0.355
C -2.809 -0.744 0.299
C 1.196 -1.310 0.202
C -1.764 -0.690 -0.433
C 0.184 1.707 -0.666
C 0.334 -0.260 0.715
N 0.707 1.202 0.665
H 2.812 -2.004 -0.771
H 3.073 -0.284 -0.569
H -3.864 -0.708 -0.124
H -2.912 -0.461 1.350
H 0.639 -2.294 0.194
H -1.621 -0.904 -1.481
H -0.918 1.802 -0.483
H 0.385 2.817 -0.956
H 0.485 1.007 -1.485
H -0.353 -0.664 1.549
H 1.707 1.218 0.916
H 0.310 1.683 1.433

two.
Molecular formula: C6H12N
Method: DFT, ωB97M-V with the def2-TZVPD basis set

## Properties
molar mass	98.2	g/mol
net charge	+1
HOMO energy	-13.5692	eV

Positions of all 19 atoms, in Å:
C -1.766 -1.562 -0.218
C -1.587 -0.116 0.175
C 0.545 0.219 -1.199
C 0.806 -0.654 0.032
C -0.458 -0.803 -0.364
C 1.952 -1.339 0.771
N -0.044 3.028 0.004
H -1.818 -2.350 0.571
H -2.173 -1.762 -1.257
H -1.887 0.621 -0.488
H -1.318 0.272 1.074
H 0.067 1.148 -1.284
H 1.144 -0.078 -2.078
H 1.754 -2.415 1.058
H 1.924 -0.833 1.724
H 2.944 -1.114 0.352
H 0.879 2.876 0.348
H -0.765 2.849 0.704
H -0.281 4.023 -0.407

three.
Molecular formula: C6H12N
Method: DFT, ωB97M-V with the def2-TZVPD basis set

## Properties
molar mass	98.2	g/mol
net charge	+1
HOMO energy	-13.4360	eV
SMILES	C[C@H]1[C@H]([NH3+])C12CC2

Positions of all 19 atoms, in Å:
C -0.411 -1.920 0.668
C 0.611 -1.819 -0.554
C -0.746 0.650 -0.507
C 0.713 0.649 0.502
C -0.035 -0.564 0.028
C -2.087 1.057 0.067
N 1.937 0.991 -0.125
H -1.295 -2.514 0.382
H 0.077 -2.336 1.567
H 1.683 -2.078 -0.524
H 0.037 -2.249 -1.409
H -0.413 1.098 -1.467
H 0.538 1.004 1.560
H -2.813 0.588 -0.423
H -2.286 2.210 -0.136
H -2.153 0.860 1.206
H 1.990 1.733 -0.803
H 2.508 0.178 -0.514
H 2.464 1.344 0.808

Last place for stability: one